Formula: C19H24N2O4
Source: the Open Molecules 2025 dataset
Level of theory: ωB97M-V with the def2-TZVPD basis set

The HOMO-LUMO gap comes out at 7.76 eV. The energy comes out at -31261.93358 eV. As for the energy relative to the best compared isomer or geometry (same formula, charge and spin): 2.655 eV. As for the structure (SMILES): COc1cc(/C=C(\C#N)C(=O)NC[C@@H]2CCCO2)ccc1OC(C)C.

Element x y z (Å)
C -2.908 -2.781 -0.031
O -3.778 -1.690 0.170
C -3.260 -0.421 0.161
C -1.908 -0.172 0.019
C -1.377 1.124 0.036
C 0.022 1.403 -0.111
C 1.072 0.569 -0.319
C 1.003 -0.824 -0.452
N 1.016 -1.969 -0.577
C 2.431 1.196 -0.426
O 2.587 2.401 -0.363
N 3.444 0.327 -0.639
C 4.823 0.746 -0.647
C 5.557 0.207 0.593
C 7.056 0.529 0.563
C 7.648 -0.732 -0.065
C 6.719 -1.809 0.490
O 5.441 -1.211 0.622
C -2.264 2.192 0.208
C -3.611 1.958 0.337
C -4.150 0.669 0.311
O -5.487 0.633 0.481
C -6.293 -0.507 0.184
C -6.348 -0.747 -1.323
C -7.674 -0.182 0.743
H -3.548 -3.662 -0.017
H -2.166 -2.859 0.769
H -2.396 -2.719 -0.996
H -1.230 -0.998 -0.095
H 0.299 2.451 -0.051
H 3.290 -0.667 -0.554
H 4.833 1.838 -0.650
H 5.306 0.367 -1.553
H 5.063 0.607 1.488
H 7.433 0.657 1.578
H 7.266 1.430 -0.008
H 7.575 -0.688 -1.152
H 8.686 -0.900 0.213
H 7.062 -2.146 1.478
H 6.622 -2.680 -0.163
H -1.887 3.204 0.231
H -4.305 2.774 0.465
H -5.891 -1.392 0.688
H -6.720 0.143 -1.826
H -5.359 -0.979 -1.710
H -7.010 -1.581 -1.540
H -7.608 0.014 1.810
H -8.348 -1.018 0.577
H -8.073 0.702 0.253

Formula: C5H4O
Source: the Open Molecules 2025 dataset
Level of theory: ωB97M-V with the def2-TZVPD basis set

The HOMO-LUMO gap comes out at 8.53 eV. The energy comes out at -7292.92838 eV. As for the energy relative to the best compared isomer or geometry (same formula, charge and spin): 2.780 eV. As for the structure (SMILES): C=C=C=C=CO.

Element x y z (Å)
C 2.423 0.594 1.187
C 1.555 0.428 0.222
C 0.525 0.113 -0.466
C -0.586 -0.321 -0.926
C -1.798 -0.833 -0.834
O -2.883 -0.151 -0.399
H 2.169 0.161 2.153
H 3.366 1.120 1.100
H -2.035 -1.857 -1.101
H -2.578 0.706 -0.065

Formula: C43H61I2N6OPSZr
Source: the Open Molecules 2025 dataset
Level of theory: ωB97M-V with the def2-TZVPD basis set

The HOMO-LUMO gap comes out at 5.69 eV. The energy comes out at -94172.34302 eV. As for the energy relative to the best compared isomer or geometry (same formula, charge and spin): 0.228 eV. As for the net charge: +2.

Element x y z (Å)
Zr 0.078 0.287 -0.340
C -5.869 -1.148 -2.404
C -4.839 -2.198 -1.974
C -3.439 -1.681 -2.051
C -2.531 -1.859 -3.055
C -2.677 -2.670 -4.302
C -3.268 -1.866 -5.464
C -1.368 -1.085 -2.710
C -0.280 -0.840 -3.537
C 0.624 0.205 -3.383
C 1.457 0.763 -4.415
C 1.602 0.196 -5.792
C 0.391 0.485 -6.686
C 1.999 1.915 -3.912
C 1.529 2.046 -2.556
C 1.942 3.004 -1.643
C 1.639 3.054 -0.290
N 0.813 2.168 0.361
C 0.833 2.509 1.695
C -0.033 1.980 2.643
C -1.142 1.188 2.377
N -1.417 0.630 1.148
C -2.691 0.107 1.227
C -3.333 -0.555 0.192
C -2.813 -0.847 -1.058
N -1.558 -0.475 -1.491
C -3.216 0.320 2.549
C -2.249 0.974 3.265
C -2.303 1.438 4.686
C -2.602 2.935 4.820
C -4.589 -0.063 3.005
C -5.597 1.080 2.854
C 1.721 3.624 1.894
C 2.195 3.981 0.661
C 3.055 5.152 0.308
C 2.242 6.316 -0.269
C 1.964 4.298 3.207
C 0.941 5.403 3.490
N 0.688 1.000 -2.260
C 2.860 2.909 -4.625
C 2.033 3.986 -5.334
H -6.873 -1.567 -2.395
H -5.661 -0.786 -3.411
H -5.854 -0.286 -1.734
H -4.928 -3.084 -2.604
H -5.057 -2.526 -0.955
H -3.312 -3.532 -4.091
H -1.703 -3.076 -4.587
H -4.298 -1.578 -5.255
H -3.263 -2.454 -6.380
H -2.698 -0.952 -5.641
H -0.224 -1.407 -4.457
H 1.765 -0.883 -5.729
H 2.495 0.615 -6.256
H -0.531 0.098 -6.250
H 0.521 0.027 -7.665
H 0.260 1.558 -6.829
H 2.602 3.776 -2.016
H 0.078 2.333 3.660
H -4.336 -0.909 0.389
H -1.354 1.204 5.176
H -3.071 0.870 5.215
H -1.855 3.539 4.304
H -2.610 3.230 5.869
H -3.574 3.180 4.392
H -4.546 -0.376 4.051
H -4.939 -0.931 2.442
H -5.313 1.934 3.468
H -6.592 0.760 3.160
H -5.650 1.417 1.817
H 3.819 4.849 -0.414
H 3.592 5.484 1.197
H 1.749 6.031 -1.200
H 2.885 7.171 -0.473
H 1.467 6.633 0.429
H 2.969 4.721 3.213
H 1.942 3.557 4.010
H 1.055 6.227 2.786
H 1.069 5.799 4.497
H -0.079 5.028 3.397
H 3.487 2.389 -5.351
H 3.544 3.384 -3.919
H 1.402 3.546 -6.106
H 2.682 4.721 -5.807
H 1.383 4.507 -4.630
S 0.626 -1.436 3.083
C 0.227 -2.924 3.858
N -1.044 -3.208 4.122
C -1.502 -4.474 4.699
C -0.485 -5.554 4.375
C 0.891 -5.092 4.818
N 1.169 -3.795 4.195
H -1.713 -2.502 3.854
H -2.476 -4.707 4.274
H -1.621 -4.360 5.779
H -0.478 -5.735 3.298
H -0.751 -6.485 4.873
H 1.664 -5.790 4.505
H 0.941 -4.995 5.905
H 2.118 -3.513 4.014
C 3.894 -2.364 -0.395
P 3.565 -0.631 -0.122
C 4.395 0.299 -1.399
C 4.223 -0.135 1.467
O 2.057 -0.389 -0.154
H 4.963 -2.567 -0.312
H 3.552 -2.643 -1.392
H 3.349 -2.954 0.342
H 5.461 0.068 -1.390
H 4.251 1.365 -1.222
H 3.974 0.041 -2.373
H 5.243 0.237 1.362
H 4.216 -0.974 2.162
H 3.589 0.659 1.867
I 0.025 -2.728 0.533
I -0.210 -4.289 -1.713

Formula: C10H19NS2
Source: the Open Molecules 2025 dataset
Level of theory: ωB97M-V with the def2-TZVPD basis set

The HOMO-LUMO gap comes out at 9.19 eV. The energy comes out at -33835.49706 eV. As for the energy relative to the best compared isomer or geometry (same formula, charge and spin): 1.685 eV. As for the structure (SMILES): CCC1=N[C@@H](CC)[C@@H](C)S1.C=CS.

Element x y z (Å)
C 3.035 0.350 -1.597
C 2.195 1.271 -0.605
C 1.032 0.529 -0.027
N -0.109 0.470 -0.527
C -1.053 -0.365 0.178
C -1.984 -1.031 -0.818
C -2.846 0.050 -1.542
C -0.218 -1.412 0.975
C 0.114 -2.696 0.162
S 1.362 -0.604 1.271
H 2.384 0.073 -2.339
H 3.691 -0.422 -1.050
H 3.796 0.892 -2.104
H 1.687 2.190 -1.119
H 2.684 1.448 0.288
H -1.400 0.204 1.013
H -1.274 -1.582 -1.558
H -2.579 -1.834 -0.552
H -3.419 0.429 -0.758
H -3.370 -0.650 -2.225
H -2.272 0.905 -2.015
H -0.809 -1.835 1.884
H 1.066 -3.252 0.399
H 0.211 -2.692 -0.914
H -0.635 -3.507 0.179
C -0.482 1.914 2.401
C 0.517 2.593 1.852
S 2.185 2.671 2.475
H -0.320 1.049 3.139
H -1.358 2.208 1.949
H 0.464 3.332 1.121
H 2.195 1.656 3.445

Formula: C23H22NO2P
Source: the Open Molecules 2025 dataset
Level of theory: ωB97M-V with the def2-TZVPD basis set

The HOMO-LUMO gap comes out at 3.88 eV. The energy comes out at -39079.46310 eV.

Element x y z (Å)
C 2.929 -2.313 3.006
C 1.904 -2.178 3.948
C 0.782 -1.392 3.653
C 0.693 -0.733 2.423
P -0.722 0.360 2.018
C -2.157 -0.743 2.278
C -3.121 -0.462 3.252
C -4.216 -1.320 3.422
C -4.359 -2.445 2.604
C -3.405 -2.719 1.616
C -2.309 -1.866 1.451
C -0.704 1.670 3.194
C -0.712 3.004 2.813
N -0.721 4.163 2.585
O -0.652 0.823 0.596
C 1.718 -0.874 1.480
C 2.832 -1.667 1.769
H 3.808 -2.918 3.238
H 1.975 -2.681 4.913
H -0.021 -1.299 4.385
H -3.010 0.424 3.878
H -4.961 -1.100 4.189
H -5.221 -3.105 2.726
H -3.518 -3.591 0.971
H -1.567 -2.073 0.678
H -0.619 1.447 4.259
H 1.630 -0.367 0.519
H 3.625 -1.776 1.028
C 3.822 2.469 1.443
O 3.542 3.225 2.643
C 2.727 4.237 2.577
C 2.480 5.051 3.716
C 1.602 6.145 3.547
C 1.314 6.971 4.614
C 1.872 6.719 5.877
C 1.513 7.608 7.028
C 2.751 5.635 6.047
C 3.072 4.803 4.990
H 4.511 1.681 1.754
H 2.896 2.035 1.043
H 4.292 3.113 0.689
H 2.237 4.468 1.619
H 1.154 6.276 2.564
H 0.642 7.819 4.483
H 2.010 7.286 7.947
H 1.800 8.649 6.831
H 0.430 7.602 7.207
H 3.179 5.457 7.037
H 3.755 3.963 5.104

Formula: C3H7ClFO3PS
Source: the Open Molecules 2025 dataset
Level of theory: ωB97M-V with the def2-TZVPD basis set

The HOMO-LUMO gap comes out at 9.59 eV. The energy comes out at -44731.62355 eV. As for the energy relative to the best compared isomer or geometry (same formula, charge and spin): 0.000 eV. As for the structure (SMILES): CO[P@](=O)(O)S.C=C(F)Cl.

Element x y z (Å)
C -3.047 -0.045 0.366
O -1.649 -0.081 0.842
P -0.557 -0.651 -0.126
O 0.802 -0.451 0.482
O -0.777 0.150 -1.464
S -1.374 -2.593 -0.489
H -3.229 0.437 -0.671
H -3.604 0.406 1.157
H -3.456 -1.109 0.205
H 0.104 0.182 -1.786
H -0.433 -3.058 0.404
C 2.764 1.857 0.417
C 2.825 0.611 0.017
F 2.377 0.413 -1.221
Cl 3.550 -0.758 0.658
H 3.291 2.076 1.371
H 2.413 2.614 -0.163

Formula: C2CoF6NO4S2
Source: the Open Molecules 2025 dataset
Level of theory: ωB97M-V with the def2-TZVPD basis set

The HOMO-LUMO gap (spin up / spin down) comes out at 9.16 / 5.91 eV. The energy comes out at -87351.87440 eV. Its multiplicity is 5. As for the energy relative to the best compared isomer or geometry (same formula, charge and spin): 0.000 eV.

Element x y z (Å)
O -1.567 0.346 -1.521
Co -0.398 -0.976 -1.470
N 0.300 -2.094 0.118
S -1.278 1.528 -0.356
O -1.149 2.882 -0.983
C -2.989 1.619 0.411
F -2.966 2.503 1.405
F -3.353 0.440 0.904
F -3.889 2.006 -0.483
S 1.684 -1.787 -0.421
O 1.529 -0.607 -1.406
O 2.645 -2.831 -0.834
C 2.677 -0.920 0.905
F 2.037 0.170 1.319
F 2.843 -1.731 1.949
F 3.876 -0.550 0.462

Formula: C10H17NO3
Source: the Open Molecules 2025 dataset
Level of theory: ωB97M-V with the def2-TZVPD basis set

The HOMO-LUMO gap comes out at 10.71 eV. The energy comes out at -18277.50136 eV. As for the energy relative to the best compared isomer or geometry (same formula, charge and spin): 2.521 eV. As for the structure (SMILES): CC(C)[C@H]1[C@H](C)C(=O)N(C=O)[C@@]1(C)O.

Element x y z (Å)
C -2.170 -0.676 1.222
C -0.789 -1.110 0.705
C -0.912 -2.322 -0.180
C 0.121 -0.146 -0.119
C -0.625 1.077 -0.736
C -1.284 0.811 -2.073
C 0.368 2.229 -0.707
O 0.280 3.235 -1.369
N 1.204 1.978 0.359
C 1.802 3.046 1.045
O 2.494 2.903 2.017
C 1.277 0.576 0.937
C 2.635 -0.015 0.827
O 0.901 0.509 2.312
H -2.665 -1.629 1.538
H -2.698 -0.230 0.348
H -2.193 -0.016 2.118
H -0.212 -1.431 1.521
H -1.008 -2.162 -1.223
H -1.714 -2.966 0.222
H -0.085 -2.996 0.180
H 0.806 -0.730 -0.822
H -1.314 1.418 0.022
H -0.694 0.091 -2.798
H -1.342 1.822 -2.653
H -2.270 0.479 -1.870
H 1.587 4.107 0.726
H 3.388 0.258 1.689
H 3.153 0.361 -0.074
H 2.506 -1.034 0.689
H 1.512 1.061 2.938

Formula: C3H6NO
Source: the Open Molecules 2025 dataset
Level of theory: ωB97M-V with the def2-TZVPD basis set

The HOMO-LUMO gap (spin up / spin down) comes out at 8.62 / 8.62 eV. The energy comes out at -6732.44868 eV. As for the energy relative to the best compared isomer or geometry (same formula, charge and spin): 5.528 eV. As for the net charge: +1.

Element x y z (Å)
C 0.146 -0.104 2.598
C 0.007 0.143 -2.204
C -0.176 0.008 -0.550
N -0.524 0.661 0.530
O -0.742 0.291 1.748
H 1.206 -0.146 2.315
H -0.246 -0.210 3.630
H -0.802 -0.519 -2.469
H 0.904 -0.302 -2.445
H 0.202 -1.135 -0.616
H 0.027 1.314 -2.537

Formula: C4H4O4
Source: the Open Molecules 2025 dataset
Level of theory: ωB97M-V with the def2-TZVPD basis set

The HOMO-LUMO gap comes out at 10.81 eV. The energy comes out at -12399.44204 eV. As for the energy relative to the best compared isomer or geometry (same formula, charge and spin): 3.862 eV. As for the structure (SMILES): O=C[C@H]1COC(=O)O1.

Element x y z (Å)
O 2.349 -0.300 -0.902
C 1.453 -0.861 -0.395
C 0.395 -0.199 0.566
C -0.091 1.135 0.235
O -0.849 0.944 -0.964
C -1.710 -0.200 -0.386
O -2.662 -0.774 -0.796
O -0.879 -0.896 0.496
H 1.444 -2.025 -0.577
H 0.342 -0.245 1.705
H -0.735 1.541 1.180
H 0.943 1.879 -0.160

Formula: C28H48Br18N4OS
Source: the Open Molecules 2025 dataset
Level of theory: ωB97M-V with the def2-TZVPD basis set

The HOMO-LUMO gap comes out at 8.57 eV. The energy comes out at -1309419.48619 eV.

Element x y z (Å)
N 7.714 1.356 -3.948
C 7.906 0.241 -3.789
C 8.467 -1.121 -3.532
C 7.681 -1.882 -2.418
C 8.677 -2.798 -1.751
N 9.443 -3.578 -1.425
C 6.542 -2.777 -2.973
C 5.154 -2.050 -3.016
C 4.363 -2.656 -4.211
C 2.861 -2.282 -4.216
S 2.104 -2.921 -2.682
C 1.074 -1.619 -2.067
N 0.274 -1.607 -1.052
N -0.297 -0.331 -1.107
C 0.181 0.313 -2.083
O 1.096 -0.468 -2.751
H 8.488 -1.670 -4.482
H 9.512 -1.048 -3.200
H 7.262 -1.190 -1.679
H 6.426 -3.631 -2.287
H 6.744 -3.185 -3.975
H 5.281 -0.965 -3.154
H 4.670 -2.240 -2.050
H 4.798 -2.184 -5.111
H 4.558 -3.738 -4.252
H 2.792 -1.194 -4.337
H 2.359 -2.734 -5.080
H -0.023 1.304 -2.467
Br 0.815 1.000 4.397
C 2.305 0.815 3.157
C 1.889 1.174 1.752
Br 0.843 -0.250 0.900
H 2.670 -0.203 3.250
H 3.067 1.504 3.523
H 2.765 1.295 1.116
H 1.283 2.076 1.709
Br 1.781 -5.467 0.014
C 1.418 -6.744 -1.407
C 2.412 -7.874 -1.399
Br 4.122 -7.322 -2.153
H 1.416 -6.186 -2.340
H 0.415 -7.114 -1.207
H 2.070 -8.689 -2.035
H 2.614 -8.257 -0.403
Br -2.077 4.937 7.106
C -0.411 4.210 6.407
C 0.214 5.136 5.396
Br -0.704 5.031 3.684
H -0.640 3.229 6.001
H 0.239 4.100 7.274
H 1.240 4.838 5.189
H 0.197 6.178 5.701
Br -1.942 0.369 6.760
C -1.319 0.210 8.596
C 0.165 0.443 8.696
Br 1.172 -1.107 8.085
H -1.623 -0.771 8.949
H -1.864 0.975 9.148
H 0.461 0.583 9.734
H 0.503 1.291 8.107
Br -5.880 5.825 5.454
C -4.395 5.531 4.225
C -4.760 5.898 2.810
Br -5.872 4.539 1.969
H -4.096 4.493 4.336
H -3.597 6.176 4.587
H -3.867 5.953 2.190
H -5.305 6.835 2.741
Br -7.887 2.337 5.743
C -7.768 1.743 3.892
C -7.172 0.363 3.794
Br -5.226 0.453 4.049
H -7.193 2.490 3.356
H -8.793 1.747 3.527
H -7.319 -0.048 2.802
H -7.564 -0.330 4.532
Br -7.437 -2.552 -0.267
C -6.129 -3.637 0.688
C -6.417 -3.664 2.166
Br -5.863 -1.992 3.024
H -5.149 -3.232 0.453
H -6.219 -4.633 0.259
H -5.835 -4.446 2.654
H -7.470 -3.807 2.392
Br 0.071 2.402 -4.998
C -1.655 3.246 -5.319
C -1.836 4.462 -4.451
Br -2.265 3.963 -2.619
H -2.413 2.486 -5.155
H -1.645 3.524 -6.371
H -2.684 5.052 -4.793
H -0.953 5.092 -4.410
Br -0.409 -1.102 -10.800
C -0.676 0.195 -9.373
C 0.549 0.322 -8.507
Br 0.715 -1.181 -7.283
H -1.556 -0.120 -8.821
H -0.884 1.136 -9.879
H 0.476 1.201 -7.868
H 1.472 0.368 -9.077